Record 1
This record from the OMol25 dataset describes a structure of composition C5H12O3 in a non-equilibrium geometry. The level of theory is ωB97M-V/def2-TZVPD.

Structure (XYZ):
```
20
Properties=species:S:1:pos:R:3:mulliken_charge:R:1
C 0.935 1.391 0.021 -0.891
C -0.092 0.382 -2.087 -1.646
C -0.218 0.567 -0.581 1.449
O 0.702 1.651 1.392 -0.519
O -1.396 0.937 -0.132 -0.858
H -0.252 1.831 1.437 0.352
H 0.995 2.325 -0.554 0.395
H 1.897 0.885 -0.072 0.351
H -0.930 -0.212 -2.444 0.382
H 0.840 -0.127 -2.344 0.331
H -0.107 1.353 -2.581 0.382
C -1.673 -0.801 1.179 -0.489
C 1.021 -1.523 0.560 -0.717
O -0.168 -0.936 0.040 -0.271
H 0.769 -2.528 0.906 0.290
H -1.247 -0.288 2.029 0.301
H -2.644 -0.472 0.848 0.289
H -1.620 -1.883 1.236 0.262
H 1.425 -0.934 1.387 0.343
H 1.762 -1.617 -0.238 0.264
```

Output
Total energy, Ha: -423.2854
F_max, eV/Å: 1.7
Spin multiplicity: 1

---

Record 2
This record from the OMol25 dataset describes the molecule C2H6N2S in a non-equilibrium geometry. The level of theory is ωB97M-V/def2-TZVPD.

Structure (XYZ):
```
11
Properties=species:S:1:pos:R:3:mulliken_charge:R:1
C 2.129 0.088 0.338 -0.773
C -0.417 0.426 -0.406 -0.107
H 2.015 0.479 1.372 0.284
H 3.066 -0.472 0.173 0.292
H 2.222 0.966 -0.364 0.245
H -0.053 1.291 -0.959 0.339
H -3.397 -0.319 0.267 0.269
H -2.256 -1.453 -0.233 0.218
N -1.663 0.439 -0.152 -0.234
N -2.415 -0.612 0.289 -0.449
S 0.768 -0.834 -0.324 -0.084
```

Output
Total energy, Ha: -587.4411
F_max, eV/Å: 2.2
Spin multiplicity: 1

---

Record 3
This record from the OMol25 dataset describes a structure of composition C41H44AsN4NaO5S4. The level of theory is ωB97M-V/def2-TZVPD.

Structure (XYZ):
```
100
Properties=species:S:1:pos:R:3:mulliken_charge:R:1
Na 0.307 0.640 1.164 0.847
O -0.382 4.882 -0.300 -0.826
C -1.572 4.699 -0.903 0.761
C -2.176 5.807 -1.498 -0.705
C -3.395 5.681 -2.130 -0.383
C -4.044 4.449 -2.176 -1.020
C -3.451 3.353 -1.579 -0.559
C -2.214 3.450 -0.939 0.269
C -1.565 2.245 -0.340 0.589
O -0.337 2.339 0.033 -0.893
N -2.331 1.182 -0.261 -0.246
N -1.683 0.022 0.156 0.274
C -2.474 -0.801 0.709 -0.183
S -4.199 -0.489 0.930 -0.078
C -4.484 -1.990 1.910 -0.606
C -3.553 -3.081 1.415 -0.737
S -1.895 -2.369 1.281 0.065
H -0.094 3.976 -0.019 0.270
H -1.652 6.753 -1.460 0.449
H -3.846 6.549 -2.596 0.382
H -5.002 4.350 -2.669 0.421
H -3.938 2.387 -1.588 0.506
H -5.529 -2.275 1.788 0.406
H -4.297 -1.775 2.962 0.274
H -3.868 -3.447 0.438 0.298
H -3.501 -3.918 2.111 0.397
O 1.992 -0.567 1.540 -0.068
As 2.636 -1.772 2.459 0.762
C 2.106 -1.603 4.304 0.551
C 2.916 -1.722 5.428 -0.586
C 2.376 -1.530 6.693 -0.737
C 1.031 -1.222 6.837 -0.536
C 0.219 -1.114 5.716 -0.660
C 0.753 -1.304 4.453 -0.078
C 4.530 -1.839 2.110 0.757
C 5.568 -1.714 3.024 -0.126
C 6.885 -1.743 2.583 -0.779
C 7.166 -1.890 1.234 -0.416
C 6.130 -2.001 0.317 -0.752
C 4.815 -1.973 0.752 -0.549
C 1.929 -3.457 1.880 0.244
C 1.372 -3.520 0.609 -0.377
C 0.870 -4.730 0.149 -0.605
C 0.918 -5.857 0.956 -0.509
C 1.466 -5.784 2.232 -0.682
C 1.975 -4.582 2.697 -0.341
H 3.960 -1.979 5.344 0.297
H 3.009 -1.625 7.566 0.423
H 0.614 -1.071 7.825 0.396
H -0.829 -0.869 5.821 0.442
H 0.116 -1.202 3.583 0.014
H 5.379 -1.580 4.077 0.209
H 7.691 -1.644 3.299 0.411
H 8.194 -1.910 0.895 0.380
H 6.343 -2.102 -0.738 0.417
H 4.009 -2.038 0.030 0.339
H 1.309 -2.629 -0.007 0.506
H 0.431 -4.783 -0.839 0.433
H 0.521 -6.797 0.596 0.400
H 1.495 -6.663 2.863 0.405
H 2.396 -4.520 3.695 0.380
C -4.467 0.180 -4.632 -1.498
C -3.084 -0.426 -4.434 -0.233
C -2.392 0.196 -3.232 -0.150
N -1.068 -0.381 -3.019 0.595
C 0.046 0.233 -2.615 -1.082
S 1.311 -0.583 -1.897 -0.325
N 0.139 1.607 -2.799 0.489
C -0.205 2.413 -3.872 -0.129
O -0.201 3.617 -3.750 -0.624
C -0.527 1.767 -5.182 0.669
C 0.158 0.649 -5.642 0.076
C -0.127 0.137 -6.899 -0.800
C -1.100 0.734 -7.690 -0.453
C -1.777 1.857 -7.232 -0.589
C -1.482 2.381 -5.984 -0.552
H -4.973 -0.257 -5.493 0.418
H -4.394 1.258 -4.798 0.301
H -5.097 0.023 -3.754 0.365
H -2.473 -0.277 -5.326 0.010
H -3.166 -1.508 -4.283 0.468
H -2.985 0.048 -2.325 0.524
H -2.300 1.273 -3.355 -0.210
H -1.043 -1.374 -2.835 0.325
H 0.581 2.098 -2.028 0.270
H 0.919 0.185 -5.025 0.415
H 0.412 -0.728 -7.262 0.423
H -1.325 0.327 -8.667 0.384
H -2.531 2.327 -7.851 0.405
H -1.980 3.269 -5.615 0.532
C 0.495 3.587 4.709 -1.147
S 0.925 2.731 3.197 0.709
C 2.581 2.240 3.682 -0.906
O 0.123 1.463 3.217 -0.564
H 0.560 2.876 5.532 0.304
H -0.526 3.946 4.596 0.377
H 1.170 4.429 4.855 0.411
H 3.212 3.123 3.786 0.529
H 2.955 1.599 2.884 0.078
H 2.522 1.678 4.616 0.250
```

Output
Total energy, Ha: -6174.8749
F_max, eV/Å: 0.5
Spin multiplicity: 1

---

Record 4
This record from the OMol25 dataset describes a structure of composition C20H20ClN3O4 in a non-equilibrium geometry. The level of theory is ωB97M-V/def2-TZVPD.

Structure (XYZ):
```
48
Properties=species:S:1:pos:R:3:mulliken_charge:R:1
C 3.715 3.694 -0.207 -1.460
C 2.384 2.993 -0.894 -1.483
C 2.772 2.199 -2.172 -0.264
C 1.638 1.737 -3.004 -1.012
N 0.893 0.810 -2.382 0.265
C 1.638 -0.420 -2.128 0.177
O 2.712 -0.603 -2.671 -0.576
N 0.928 -1.533 -1.412 0.008
C -0.217 -1.321 -0.730 0.851
C -0.875 0.094 -0.793 -1.411
C -1.920 0.205 -0.075 1.271
N -2.612 -0.616 0.518 0.131
C -3.971 -0.181 1.121 0.405
C -4.571 0.856 1.360 -0.089
C -5.799 0.991 1.871 -0.878
C -6.156 0.037 2.756 0.520
C -5.618 -1.088 2.690 -0.404
C -4.341 -1.289 2.029 -0.546
H -3.956 -2.433 2.035 0.156
H -5.893 -2.083 3.360 0.172
Cl -7.726 0.067 3.476 -0.194
H -6.121 1.956 2.110 0.372
H -4.162 1.694 0.832 0.293
H -2.269 1.412 -0.159 0.089
C -0.242 0.830 -1.705 0.798
O -0.729 2.183 -1.689 -0.834
O -0.780 -1.999 -0.058 -0.686
H -2.255 -1.564 0.727 0.429
C 1.709 -2.673 -1.091 -1.288
C 2.216 -2.779 0.269 0.864
C 1.871 -3.675 1.337 -0.695
C 2.815 -3.257 2.193 -0.178
C 3.669 -2.361 1.783 -0.463
O 3.318 -1.998 0.383 -0.313
H 4.569 -1.759 2.068 0.398
H 2.883 -3.753 3.457 0.133
H 0.964 -4.302 1.295 0.418
H 0.948 -3.435 -1.015 0.383
H 2.390 -2.862 -1.895 0.521
H 2.189 1.169 -3.827 0.291
H 0.949 2.651 -3.077 0.495
H 3.842 1.528 -1.874 0.271
H 3.494 3.057 -2.945 0.273
H 2.136 2.392 -0.309 0.896
H 1.839 3.642 -1.220 0.760
H 3.287 4.187 0.660 0.385
H 4.427 3.038 -0.062 0.498
H 4.017 4.560 -0.937 0.249
```

Output
Total energy, Ha: -1699.0084
F_max, eV/Å: 17.1
Spin multiplicity: 1

---

Number 2 is which compound? C2H6N2S